Record 1
Molecular formula: C9H14
Method: DFT, the ωB97M-V functional and the def2-TZVPD basis

Energy relative to the best compared isomer or geometry (same formula, charge and spin) ... 0.9259 eV
LUMO (alpha / beta) ... 3.925 / 3.790 eV
⟨S²⟩ ... 0.76
Molecular weight ... 122.2 g mol⁻¹
Energy ... -351.245291 hartree
Frontier orbital gap (alpha / beta) ... 3.2 / 6.7 eV
E_HOMO (alpha / beta) ... 0.68 / -2.89 eV

The geometry in ORCA input format:
```
! RIJCOSX wB97M-V def2-TZVPD def2/J DEFGRID3
* xyz -1 2
C 0.929 1.216 -1.838
C -0.246 1.607 2.326
C 1.040 1.513 1.962
C -1.244 1.676 1.263
C 1.403 1.222 0.627
C -0.886 1.387 -0.095
C 0.464 1.356 -0.446
H -0.667 1.773 3.310
H 1.886 1.659 2.659
H -2.154 2.245 1.441
H 2.426 0.973 0.325
H -1.601 1.074 -0.852
H 0.074 1.168 -2.522
H 1.654 0.392 -1.912
H 1.470 2.123 -2.183
C -0.197 -3.147 -0.058
C -1.033 -2.211 -0.938
H -0.625 -4.155 -0.006
H 0.780 -3.334 -0.496
H 0.023 -2.598 0.862
H -1.382 -2.766 -1.795
H -0.328 -1.436 -1.316
H -1.785 -1.739 -0.316
*
```

---

Record 2
Molecular formula: C9H14
Method: DFT, the ωB97M-V functional and the def2-TZVPD basis

Energy relative to the best compared isomer or geometry (same formula, charge and spin) ... 2.8057 eV
LUMO ... 0.994 eV
Molecular weight ... 122.2 g mol⁻¹
Energy ... -351.227085 hartree
Frontier orbital gap ... 10.0 eV
E_HOMO ... -8.98 eV

The geometry in ORCA input format:
```
! RIJCOSX wB97M-V def2-TZVPD def2/J DEFGRID3
* xyz 0 1
C 0.669 -1.629 1.751
C 0.637 -0.192 1.458
C 1.484 0.458 0.580
C 1.397 1.845 0.253
C 0.483 2.652 0.970
C -0.474 1.933 1.733
C -0.429 0.500 1.961
H 1.609 -2.259 1.164
H -0.092 -2.257 1.381
H 0.718 -1.794 2.839
H 2.375 -0.088 0.145
H 2.126 2.358 -0.378
H 0.527 3.702 1.122
H -1.270 2.489 1.980
H -1.304 -0.056 2.551
C -1.047 -0.450 -3.021
C -1.171 -1.481 -1.836
H -1.999 -0.469 -3.324
H -0.484 0.529 -2.854
H -0.329 -0.868 -3.718
H -0.140 -1.924 -2.060
H -2.024 -2.127 -1.794
H -1.261 -0.871 -0.903
*
```

---

Record 3
Molecular formula: C9H14
Method: DFT, the ωB97M-V functional and the def2-TZVPD basis

Energy relative to the best compared isomer or geometry (same formula, charge and spin) ... 0.3893 eV
LUMO ... 1.001 eV
Molecular weight ... 122.2 g mol⁻¹
Energy ... -351.315884 hartree
Frontier orbital gap ... 10.0 eV
E_HOMO ... -9.05 eV

The geometry in ORCA input format:
```
! RIJCOSX wB97M-V def2-TZVPD def2/J DEFGRID3
* xyz 0 1
C 2.061 3.616 -1.081
C 1.598 2.215 -0.786
C 1.494 1.758 0.532
C 1.159 0.443 0.811
C 0.928 -0.465 -0.224
C 1.018 -0.003 -1.523
C 1.305 1.328 -1.810
H 1.203 4.234 -1.375
H 2.819 3.584 -1.850
H 2.496 4.080 -0.201
H 1.640 2.465 1.330
H 1.162 0.137 1.846
H 0.508 -1.387 0.152
H 0.754 -0.681 -2.327
H 1.381 1.637 -2.838
C -2.948 -2.731 0.468
C -2.468 -3.042 1.894
H -2.802 -3.575 -0.210
H -4.009 -2.483 0.457
H -2.378 -1.900 0.034
H -2.790 -2.248 2.572
H -1.385 -2.927 1.974
H -2.745 -4.056 2.153
*
```

---

Record 4
Molecular formula: C9H14
Method: DFT, the ωB97M-V functional and the def2-TZVPD basis

Energy relative to the best compared isomer or geometry (same formula, charge and spin) ... 0.8793 eV
LUMO ... 1.015 eV
Molecular weight ... 122.2 g mol⁻¹
Energy ... -351.297879 hartree
Frontier orbital gap ... 10.1 eV
E_HOMO ... -9.11 eV

The geometry in ORCA input format:
```
! RIJCOSX wB97M-V def2-TZVPD def2/J DEFGRID3
* xyz 0 1
C -0.587 -2.613 -1.344
C -0.964 -1.463 -0.432
C -1.267 -0.202 -0.828
C -1.625 0.800 0.142
C -1.631 0.422 1.451
C -1.061 -0.794 1.882
C -0.727 -1.759 0.959
H -0.041 -3.417 -0.861
H -0.053 -2.144 -2.176
H -1.414 -3.187 -1.764
H -1.315 0.065 -1.874
H -1.843 1.777 -0.250
H -1.722 1.177 2.235
H -0.934 -0.958 2.945
H -0.138 -2.636 1.184
C 1.812 1.331 0.355
C 1.988 2.416 -0.731
H 0.824 0.899 0.290
H 2.608 0.570 0.412
H 2.023 1.705 1.362
H 0.988 2.820 -0.882
H 2.371 2.018 -1.662
H 2.709 3.173 -0.415
*
```

---

Record 5
Molecular formula: C9H14
Method: DFT, the ωB97M-V functional and the def2-TZVPD basis

Energy relative to the best compared isomer or geometry (same formula, charge and spin) ... 0.5198 eV
LUMO ... 1.033 eV
Molecular weight ... 122.2 g mol⁻¹
Energy ... -351.311090 hartree
Frontier orbital gap ... 10.0 eV
E_HOMO ... -8.95 eV

The geometry in ORCA input format:
```
! RIJCOSX wB97M-V def2-TZVPD def2/J DEFGRID3
* xyz 0 1
C -3.472 -0.080 0.232
C -2.068 -0.144 -0.327
C -1.226 -1.209 -0.012
C -0.041 -1.310 -0.737
C 0.358 -0.313 -1.604
C -0.388 0.854 -1.763
C -1.598 0.926 -1.085
H -4.179 0.453 -0.396
H -3.495 0.420 1.206
H -3.826 -1.093 0.395
H -1.538 -1.903 0.756
H 0.617 -2.111 -0.424
H 1.382 -0.336 -1.961
H 0.072 1.707 -2.239
H -2.192 1.833 -1.106
C 3.080 0.885 0.908
C 2.250 -0.297 1.397
H 4.148 0.688 1.047
H 3.018 0.960 -0.165
H 2.850 1.868 1.302
H 2.583 -0.658 2.368
H 2.460 -1.123 0.764
H 1.207 -0.017 1.445
*
```

---

Record 6
Molecular formula: C9H14
Method: DFT, the ωB97M-V functional and the def2-TZVPD basis

Energy relative to the best compared isomer or geometry (same formula, charge and spin) ... 2.6195 eV
LUMO ... 0.899 eV
Molecular weight ... 122.2 g mol⁻¹
Energy ... -351.233926 hartree
Frontier orbital gap ... 9.8 eV
E_HOMO ... -8.85 eV

The geometry in ORCA input format:
```
! RIJCOSX wB97M-V def2-TZVPD def2/J DEFGRID3
* xyz 0 1
C -1.354 2.222 -0.007
C -1.544 0.759 -0.105
C -1.646 -0.104 -1.272
C -2.119 -1.439 -1.095
C -2.537 -1.854 0.217
C -2.195 -1.132 1.327
C -1.865 0.227 1.192
H -0.496 2.561 -0.592
H -1.150 2.492 1.036
H -1.976 2.900 -0.337
H -1.488 0.198 -2.346
H -2.205 -2.066 -1.842
H -3.001 -2.953 0.041
H -2.147 -1.553 2.412
H -1.886 0.962 1.974
C 3.607 0.554 -0.469
C 3.310 -0.819 0.207
H 3.639 1.221 0.413
H 4.562 0.577 -1.025
H 2.785 0.806 -1.100
H 3.909 -1.037 1.236
H 2.342 -0.904 0.640
H 3.456 -1.617 -0.504
*
```